(1)
93
Properties=species:S:1:pos:R:3 method="wB97M-V/def2-TZVPD" lumo_ev=0.3 homo_lumo_gap_ev=8.8 spin_multiplicity=1
C 3.29644 -2.06824 0.03510
C 3.30716 -1.57447 -1.20650
B 2.14275 -0.63997 -1.61029
O 1.97375 0.67788 -1.18679
B 0.70834 0.86705 -0.67300
S 0.43947 1.99094 0.76390
O -0.39169 0.25352 -1.25313
B -0.04353 -1.02076 -1.64349
P -0.93409 -2.61319 -1.04667
N -0.36729 -2.83810 0.42810
O 1.09940 -1.15790 -2.40064
H 3.89914 -2.91157 0.32290
H 2.64705 -1.64288 0.78408
H 4.08235 -1.89233 -1.88734
H 1.13252 1.37145 1.72490
H -0.49238 -3.65575 -1.89041
H -2.33504 -2.49990 -1.12631
H -1.14027 -2.87807 1.08306
C 0.86604 3.09728 6.79400
C 0.94381 2.52035 5.39046
O 0.89148 1.10767 5.33898
C -0.28573 0.50939 5.84758
C -1.55308 0.92711 5.12105
H 1.64549 2.66984 7.42579
H 0.99386 4.17948 6.76251
H -0.09518 2.89146 7.26711
H 1.90296 2.79273 4.94932
H 0.16924 2.95636 4.74890
H -0.37614 0.69619 6.92389
H -0.13856 -0.56392 5.72845
H -1.76572 1.98955 5.24821
H -2.40718 0.37031 5.50749
H -1.46299 0.73238 4.05139
C -2.24387 -7.65518 0.91671
C -2.16484 -6.25260 1.49609
O -3.24486 -5.41578 1.12339
C -4.53535 -5.84432 1.51793
C -4.71007 -5.98075 3.02015
H -2.33302 -7.61525 -0.16981
H -1.34603 -8.21744 1.17385
H -3.10198 -8.20921 1.30052
H -1.27054 -5.75542 1.11904
H -2.06598 -6.29088 2.58660
H -4.79895 -6.78018 1.01189
H -5.22055 -5.08354 1.14284
H -4.07331 -6.76261 3.43582
H -5.74312 -6.23402 3.26047
H -4.45418 -5.04603 3.52138
C 3.94075 4.44265 -6.35501
C 4.53921 4.16004 -4.98752
O 3.73456 4.58602 -3.90495
C 2.45227 3.99526 -3.81645
C 2.47701 2.48433 -3.65793
H 3.70412 5.50265 -6.45717
H 4.64536 4.16672 -7.13998
H 3.02050 3.88026 -6.52098
H 5.47649 4.70807 -4.88533
H 4.78694 3.09684 -4.88845
H 1.83777 4.28425 -4.67721
H 1.98728 4.44224 -2.93747
H 2.89580 1.99142 -4.53787
H 1.46525 2.10388 -3.51646
H 3.08153 2.20196 -2.79947
C -7.16094 -3.91622 7.43908
C -7.07494 -4.52187 6.04808
O -7.26440 -5.92345 6.01684
C -8.51444 -6.39188 6.48637
C -9.70574 -5.86484 5.70465
H -6.45763 -4.40694 8.11276
H -6.92592 -2.85233 7.40063
H -8.15863 -4.01890 7.86818
H -6.07561 -4.35314 5.64646
H -7.77379 -4.02382 5.36613
H -8.62743 -6.17629 7.55491
H -8.47071 -7.47666 6.39023
H -9.81600 -4.78444 5.80710
H -10.62495 -6.32664 6.06556
H -9.59534 -6.08818 4.64275
C 6.16529 8.36053 -7.08559
C 6.92314 7.07087 -7.35290
O 6.53386 6.41314 -8.54352
C 6.71717 7.14032 -9.74325
C 8.16051 7.52659 -10.01817
H 5.09003 8.17764 -7.08367
H 6.45256 8.77134 -6.11755
H 6.37194 9.11953 -7.84150
H 6.71686 6.36610 -6.54670
H 8.00435 7.24934 -7.34473
H 6.07095 8.02542 -9.75720
H 6.36210 6.48257 -10.53652
H 8.54674 8.22141 -9.27119
H 8.24015 8.01018 -10.99202
H 8.80028 6.64334 -10.01241

---

(2)
83
Properties=species:S:1:pos:R:3 method="wB97M-V/def2-TZVPD" lumo_ev=2.5 charge=-1 homo_lumo_gap_ev=6.3 spin_multiplicity=1
C 4.34014 2.02619 -2.06444
C 3.11794 1.34113 -2.69484
C 2.29446 0.58166 -1.65583
O 1.23450 -0.12792 -2.20800
P -0.33154 0.65381 -2.21477
P -2.32143 1.74112 -2.16696
C -1.92073 2.91123 -0.79652
O -2.11997 2.78371 -3.46755
H 4.56602 2.97114 -2.56087
H 4.13639 2.24648 -1.01246
H 5.21418 1.37272 -2.11130
H 2.46919 2.07356 -3.17874
H 3.42413 0.63501 -3.47222
H 2.95532 -0.12218 -1.12471
H 1.93560 1.30259 -0.89788
H 0.31859 2.00205 -2.16892
H -0.34555 0.64473 -0.72604
H -0.95946 -0.65680 -2.25113
H -0.33574 0.72102 -3.68238
H -2.03054 2.39197 0.15709
H -2.59554 3.77017 -0.81745
H -0.88520 3.26361 -0.88108
H -1.17045 2.95554 -3.58925
C -1.69389 -0.70237 1.96450
C -2.82407 0.29811 2.17763
C -2.43032 1.50050 3.03206
C -1.99973 1.15773 4.45958
C -3.03263 0.37297 5.26755
C -4.35572 1.11007 5.44615
H -1.35095 -1.13399 2.90872
H -2.01543 -1.52279 1.32171
H -0.84361 -0.22667 1.47250
H -3.68771 -0.20904 2.62182
H -3.16063 0.65944 1.20270
H -3.26622 2.20625 3.06062
H -1.60984 2.02992 2.53820
H -1.76901 2.08911 4.98867
H -1.06729 0.58775 4.43189
H -2.61034 0.14675 6.25119
H -3.21754 -0.59268 4.78891
H -4.20187 2.07027 5.94501
H -5.05532 0.52806 6.04886
H -4.83523 1.30847 4.48645
C -8.33487 -2.83966 2.73006
C -8.66867 -1.66973 1.81055
C -8.28642 -1.91087 0.35083
C -6.79454 -2.15065 0.10913
C -5.87875 -1.03751 0.61317
C -6.12530 0.31492 -0.04652
H -7.26309 -3.04229 2.74687
H -8.64662 -2.63782 3.75617
H -8.84008 -3.75063 2.39946
H -8.17259 -0.76694 2.17713
H -9.74226 -1.46652 1.86205
H -8.61863 -1.05711 -0.24573
H -8.84494 -2.77614 -0.02306
H -6.63453 -2.27994 -0.96580
H -6.49514 -3.09536 0.57222
H -4.84029 -1.32909 0.43773
H -5.98353 -0.94006 1.69916
H -5.94910 0.25454 -1.12204
H -5.44537 1.07167 0.34596
H -7.14710 0.66776 0.11232
C 7.08597 -1.22888 -3.80746
C 8.18645 -0.21194 -3.52267
C 9.58592 -0.82210 -3.46036
C 9.77818 -1.87246 -2.36435
C 9.46033 -1.38809 -0.95041
C 10.33161 -0.22276 -0.49428
H 7.02579 -1.99113 -3.02922
H 6.11082 -0.74419 -3.86316
H 7.26364 -1.73435 -4.75975
H 7.96547 0.31107 -2.58795
H 8.17439 0.55352 -4.30291
H 10.31892 -0.02056 -3.33093
H 9.81443 -1.28464 -4.42632
H 10.81612 -2.22131 -2.39486
H 9.16022 -2.74677 -2.58499
H 9.58849 -2.22546 -0.25924
H 8.40706 -1.10311 -0.88393
H 11.39023 -0.49258 -0.52518
H 10.09117 0.07221 0.52791
H 10.19359 0.65453 -1.12807

---

(3)
111
Properties=species:S:1:pos:R:3 method="wB97M-V/def2-TZVPD" lumo_ev="0.2 / -2.3" homo_lumo_gap_ev="9.9 / 7.4" spin_multiplicity=2
C -0.19735 -0.05244 -1.03760
C 1.16976 0.30527 -1.54021
O 1.45690 0.56339 -2.76233
O 2.18380 0.29397 -0.79695
H -1.06679 0.09912 -1.67729
H -0.38322 0.36523 -0.04810
H -0.23610 -1.13432 -0.91055
C -1.01211 3.52393 0.35596
Cl -1.38019 4.66045 -0.95151
Cl -2.50928 2.70765 0.54013
H -0.31741 2.74802 0.03433
H -0.75894 3.97880 1.31361
C 6.86335 -4.81211 -1.24855
O 5.82429 -4.60355 -0.31890
P 4.33800 -4.09054 -0.88294
O 4.39930 -2.82285 -1.66922
O 3.74651 -5.38017 -1.72815
C 2.31778 -5.58806 -1.99074
O 3.46409 -4.05311 0.50418
C 2.80527 -2.97023 0.88642
H 7.40091 -5.71082 -0.94613
H 7.43097 -3.88282 -1.20038
H 6.50477 -5.06741 -2.24572
H 2.04778 -5.53499 -3.04543
H 1.83915 -4.71999 -1.53745
H 2.08596 -6.49190 -1.42733
H 1.73116 -3.03118 0.71127
H 3.04203 -2.10879 0.26193
H 2.86325 -2.65313 1.92766
C -5.25935 0.71558 -0.99981
O -4.87509 -0.09362 -2.15221
P -5.16645 -1.69847 -2.20815
O -5.25723 -2.29877 -0.84367
O -6.58536 -1.78963 -3.00818
C -7.31121 -3.01270 -3.07909
O -4.00848 -2.30191 -3.15618
C -2.63268 -2.27808 -2.83923
H -5.96302 1.45634 -1.37957
H -4.45745 1.07162 -0.35306
H -5.76266 0.14595 -0.21859
H -7.52166 -3.15245 -4.13941
H -8.28395 -2.93774 -2.59301
H -6.86861 -3.87174 -2.57487
H -2.35080 -1.81927 -1.89153
H -2.17069 -1.69374 -3.63498
H -2.07483 -3.21427 -2.81780
C -3.02217 -1.08504 1.83191
O -2.03129 -1.68774 1.10576
P -1.71808 -3.26389 1.21606
O -0.78628 -3.75027 0.15758
O -1.23889 -3.40837 2.79661
C -0.23120 -2.51378 3.20107
O -3.18288 -3.88850 0.98561
C -3.46289 -5.28726 1.20995
H -3.06253 -1.32253 2.89496
H -3.96708 -1.40556 1.39315
H -2.92242 -0.01643 1.64157
H 0.55273 -2.37800 2.45601
H 0.25024 -2.90306 4.09816
H -0.76842 -1.60582 3.47514
H -2.54182 -5.82377 1.43775
H -4.00197 -5.91514 0.50053
H -4.07419 -5.33179 2.11130
C -0.40360 0.94426 6.26080
O 0.58582 1.19412 5.27123
P 0.23578 1.79596 3.81341
O -0.82275 1.01385 3.10201
O -0.25399 3.26594 4.10309
C 0.54245 4.15777 4.96623
O 1.67600 1.85525 3.10514
C 2.26239 0.63107 2.75307
H -0.08200 1.49719 7.14337
H -0.61590 -0.11307 6.41914
H -1.38899 1.26376 5.92166
H -0.02421 4.67019 5.74368
H 1.00064 4.94455 4.36696
H 1.33371 3.60019 5.46734
H 1.66792 -0.27444 2.87452
H 3.16916 0.50315 3.34426
H 2.57066 0.61468 1.70770
C 4.02675 3.38436 3.50317
O 4.30680 2.84458 2.25279
P 4.11019 3.64704 0.82214
O 3.84751 2.66378 -0.30331
O 3.07297 4.81725 1.10606
C 2.91319 5.84570 0.11034
O 5.50956 4.38551 0.58305
C 6.09449 5.24221 1.52317
H 3.52729 2.62300 4.10232
H 3.36478 4.24998 3.52767
H 4.97222 3.72696 3.92364
H 3.10823 6.75884 0.67269
H 2.01268 5.93056 -0.49792
H 3.60997 5.76351 -0.72383
H 5.43857 5.44290 2.37027
H 6.45689 6.22852 1.23342
H 6.99141 4.67411 1.76995
O -2.99388 0.13297 -5.71531
C -2.41908 1.02758 -6.30741
O -1.49607 1.81222 -5.82141
C -0.84357 1.53740 -4.52064
C -1.41525 2.50869 -3.56066
C -3.09535 1.52892 -7.54092
H 0.23508 1.66379 -4.61359
H -1.00480 0.54391 -4.10221
H -1.02942 2.24345 -2.57634
H -2.49288 2.37868 -3.46107
H -1.42384 3.58873 -3.70743
H -3.73592 2.39575 -7.37850
H -3.60232 0.67574 -7.99165
H -2.39374 1.99107 -8.23538

---

| no. | energy (a.u.) |
| --- | --- |
| 1 | -2343.29670 |
| 2 | -1705.58266 |
| 3 | -5306.21629 |